Density functional theory data (ωB97M-V/def2-TZVPD) for a cluster of 22 separate species, C92H128Cl2F4NO38 in total in a non-equilibrium geometry.

Properties
Net charge: -1
Frontier orbital gap, eV: 7.300
E_LUMO, eV: 1.54

Geometry as XYZ:
```
265
C92H128Cl2F4NO38 (ωB97M-V/def2-TZVPD)
C -10.717 6.393 13.741
C -11.414 5.978 12.491
C -10.735 6.475 11.158
N -11.584 6.088 9.920
C -11.641 4.643 9.614
C -11.003 6.800 8.708
C -12.061 7.302 7.766
C -13.342 6.831 8.473
C -12.983 6.724 9.978
H -11.175 6.189 14.709
H -10.513 7.464 13.751
H -9.718 5.957 13.729
H -12.415 6.409 12.486
H -11.588 4.902 12.511
H -9.808 5.931 10.977
H -10.589 7.547 11.286
H -12.270 4.454 8.745
H -12.077 4.128 10.470
H -10.591 4.356 9.547
H -10.291 6.115 8.248
H -10.397 7.668 8.965
H -11.972 6.864 6.772
H -11.948 8.370 7.584
H -13.838 6.017 7.945
H -14.139 7.557 8.315
H -13.645 6.053 10.525
H -12.746 7.701 10.398
Cl -12.504 3.286 15.550
O -13.268 4.487 15.294
O -13.260 2.125 15.348
O -11.326 3.218 14.729
O -12.000 3.343 16.909
Cl -6.692 6.223 10.928
O -6.542 4.907 11.530
O -7.054 6.001 9.543
O -7.691 6.982 11.693
O -5.495 6.967 10.858
C -7.276 3.394 14.609
O -8.237 3.472 15.629
C -8.023 3.420 17.013
O -8.861 3.115 17.869
O -6.700 3.587 17.217
C -6.126 3.686 18.444
H -7.901 3.461 13.719
H -6.720 2.457 14.607
H -6.513 4.170 14.666
H -6.627 2.906 19.017
H -6.183 4.651 18.949
H -5.068 3.422 18.433
C -17.549 6.965 8.977
O -18.056 6.764 10.285
C -17.356 6.912 11.420
O -16.137 6.923 11.527
O -18.299 6.900 12.442
C -17.814 7.045 13.755
H -16.693 6.291 8.987
H -17.148 7.960 8.782
H -18.226 6.570 8.220
H -18.642 7.083 14.463
H -17.299 8.000 13.851
H -17.063 6.295 14.002
C -8.677 10.234 15.393
O -8.492 9.731 16.748
C -8.817 10.547 17.752
O -9.342 11.625 17.822
O -8.353 9.781 18.821
C -8.814 10.141 20.123
H -8.831 9.387 14.725
H -7.856 10.788 14.939
H -9.622 10.779 15.397
H -8.585 11.191 20.304
H -8.255 9.483 20.789
H -9.900 10.159 20.214
C -7.437 9.687 9.219
O -7.880 10.619 8.205
C -8.715 10.263 7.175
O -9.505 9.287 7.244
O -8.593 11.120 6.067
C -9.606 11.530 5.240
H -8.279 9.110 9.601
H -6.825 10.164 9.984
H -6.742 8.954 8.810
H -9.375 11.967 4.268
H -10.024 12.380 5.779
H -10.283 10.688 5.099
C -7.420 4.728 0.577
O -6.727 5.589 1.429
C -7.289 5.900 2.568
O -8.262 5.284 3.119
O -6.511 6.850 3.114
C -6.895 7.636 4.223
H -7.865 3.916 1.153
H -6.811 4.334 -0.236
H -8.188 5.311 0.068
H -6.675 7.117 5.156
H -7.982 7.577 4.278
H -6.521 8.639 4.428
C -11.410 1.382 6.659
O -11.426 2.625 5.864
C -10.585 3.774 6.126
O -10.630 4.887 5.583
O -9.654 3.462 7.026
C -8.420 4.144 6.986
H -10.407 1.112 6.992
H -11.736 0.598 5.975
H -12.003 1.358 7.573
H -8.455 5.225 7.119
H -7.869 4.062 6.049
H -7.893 3.721 7.841
C -14.137 4.398 5.448
O -15.337 4.678 4.721
C -16.279 5.231 5.454
O -16.159 5.832 6.523
O -17.342 5.166 4.613
C -18.640 5.652 4.998
H -13.709 5.294 5.897
H -13.464 3.797 4.837
H -14.247 3.719 6.294
H -19.069 5.946 4.040
H -18.575 6.447 5.741
H -19.405 4.968 5.363
C -10.999 0.198 13.057
O -10.708 -1.225 12.961
C -9.477 -1.621 13.159
O -8.571 -0.786 13.266
O -9.454 -2.925 13.086
C -8.253 -3.642 13.235
H -11.884 0.503 12.499
H -10.202 0.876 12.750
H -11.180 0.565 14.068
H -7.779 -3.430 14.193
H -7.556 -3.495 12.410
H -8.479 -4.701 13.107
C -9.487 5.431 21.650
O -9.955 6.313 20.695
C -10.465 5.960 19.513
O -10.493 4.777 19.103
O -11.015 7.034 18.955
C -11.603 6.928 17.692
H -8.957 5.972 22.434
H -8.707 4.736 21.338
H -10.280 4.849 22.119
H -11.179 6.102 17.120
H -11.502 7.902 17.213
H -12.612 6.518 17.737
C -6.455 7.605 19.141
O -5.850 7.932 17.843
C -6.372 7.587 16.694
O -7.291 6.790 16.452
O -5.679 8.256 15.754
C -5.855 8.010 14.370
H -5.958 6.743 19.586
H -7.519 7.385 19.224
H -6.261 8.565 19.620
H -6.762 8.407 13.914
H -5.853 6.986 13.999
H -4.985 8.416 13.854
F -18.575 -1.449 7.029
C -18.742 -0.130 7.163
C -17.673 0.638 6.907
C -17.702 2.035 7.153
C -18.903 2.583 7.539
C -20.023 1.809 7.803
C -19.923 0.409 7.641
H -16.771 0.157 6.560
H -16.808 2.622 7.006
H -18.988 3.635 7.765
H -20.921 2.223 8.238
H -20.751 -0.220 7.932
F -10.790 2.092 10.674
C -9.632 1.431 10.380
C -9.707 0.057 9.944
C -8.474 -0.593 9.671
C -7.287 0.130 9.736
C -7.291 1.551 10.032
C -8.474 2.154 10.446
H -10.564 -0.601 9.932
H -8.426 -1.654 9.477
H -6.362 -0.362 9.472
H -6.325 2.034 10.019
H -8.568 3.192 10.730
F -11.509 9.537 15.578
C -12.800 9.733 15.189
C -13.695 10.553 15.951
C -15.015 10.743 15.544
C -15.484 10.051 14.461
C -14.649 9.131 13.837
C -13.367 9.032 14.204
H -13.296 11.111 16.785
H -15.641 11.455 16.060
H -16.547 10.028 14.270
H -14.919 8.595 12.938
H -12.629 8.468 13.653
F -16.285 3.759 16.855
C -16.542 4.996 17.361
C -16.011 6.071 16.623
C -16.121 7.388 17.089
C -16.765 7.532 18.317
C -17.364 6.439 19.015
C -17.128 5.142 18.604
H -15.387 5.895 15.759
H -15.717 8.229 16.544
H -16.610 8.495 18.780
H -17.749 6.658 20.000
H -17.304 4.187 19.076
C -14.936 3.220 10.736
C -14.361 2.104 11.316
C -13.963 1.017 10.513
C -13.977 1.128 9.164
C -14.572 2.240 8.672
C -15.016 3.299 9.393
H -15.272 4.083 11.292
H -14.416 1.963 12.386
H -13.408 0.138 10.805
H -13.486 0.341 8.611
H -14.515 2.277 7.594
H -15.402 4.187 8.915
C -17.627 11.230 11.339
C -18.442 12.352 11.326
C -17.856 13.553 11.112
C -16.501 13.592 10.706
C -15.736 12.443 10.683
C -16.315 11.230 10.957
H -18.111 10.270 11.447
H -19.498 12.311 11.546
H -18.502 14.414 11.028
H -16.013 14.515 10.429
H -14.744 12.591 10.283
H -15.699 10.344 10.989
C -11.669 12.215 10.603
C -10.457 12.273 9.912
C -9.235 12.379 10.610
C -9.247 12.341 12.000
C -10.487 12.276 12.627
C -11.686 12.190 12.011
H -12.550 12.218 9.978
H -10.351 12.206 8.839
H -8.297 12.330 10.078
H -8.347 12.464 12.585
H -10.347 12.395 13.691
H -12.642 12.169 12.514
C -13.695 7.596 1.731
C -12.839 8.657 1.915
C -11.642 8.473 2.589
C -11.312 7.200 3.036
C -12.125 6.101 2.799
C -13.290 6.319 2.120
H -14.582 7.706 1.125
H -13.122 9.626 1.531
H -10.965 9.303 2.723
H -10.315 7.025 3.413
H -11.894 5.087 3.088
H -13.842 5.424 1.876
C -13.605 9.569 5.835
C -13.634 10.710 6.557
C -14.787 11.001 7.298
C -15.936 10.172 7.096
C -15.861 9.075 6.344
C -14.652 8.674 5.786
H -12.716 9.271 5.299
H -12.786 11.378 6.564
H -14.833 11.886 7.916
H -16.894 10.392 7.543
H -16.727 8.433 6.275
H -14.659 7.852 5.086
```